Entry 1:
82
Properties=species:S:1:pos:R:3:forces:R:3:lowdin_charge:R:1 method="wB97M-V/def2-TZVPD" fmax_ev_per_a=5.528 relative_energy_kcal_mol=0.00 orbital_gap_ev="6.609 / 7.165" multiplicity=3
Ti 3.04375 2.12527 -1.88875 0.6 0.1 0.8 0.379
C 0.79419 -2.28976 -1.16101 0.5 -2.1 -0.1 -0.157
C 1.92016 -1.76182 -1.63317 -0.3 -0.1 0.2 -0.107
C 2.25506 -1.54570 -3.07743 0.3 1.0 0.0 -0.220
C 1.75776 -0.16359 -3.58511 0.6 -0.3 -0.1 -0.208
C 0.27260 0.01897 -3.76421 0.6 1.8 0.5 -0.103
C -0.75563 -0.74106 -3.44381 -0.6 -0.8 -0.6 -0.098
C -0.71587 -2.23680 -3.26629 -0.3 -0.2 0.5 -0.188
C -0.51796 -2.63885 -1.79186 -0.1 -0.4 -0.8 -0.182
C 3.68239 3.61555 -0.56476 0.7 0.0 0.0 -0.272
H 0.90705 -2.90591 -0.26787 -0.1 1.1 0.7 0.103
H 2.67993 -1.41725 -0.90722 -0.2 -0.8 -0.4 0.118
H 2.01005 -2.42332 -3.72177 0.0 0.9 0.5 0.122
H 3.35244 -1.47652 -3.06702 -0.3 -0.2 -0.1 0.045
H 2.11654 0.56084 -2.74217 -1.2 -1.3 -1.3 0.007
H 2.31997 0.14715 -4.49264 -0.5 -0.2 0.3 0.089
H 0.02968 1.05294 -4.02618 0.1 -0.1 0.2 0.103
H -1.77502 -0.30505 -3.41958 0.8 -0.1 -0.2 0.120
H 0.05493 -2.70520 -3.91191 -0.7 0.3 0.4 0.108
H -1.71472 -2.60159 -3.57116 0.6 -0.1 0.0 0.113
H -1.30378 -2.16670 -1.19341 0.0 0.1 0.0 0.107
H -0.71419 -3.72257 -1.69400 0.2 0.3 0.0 0.119
H 2.92419 3.65259 0.22891 0.3 0.1 -0.1 -0.011
H 3.99461 4.61888 -0.86068 0.0 -0.1 0.2 -0.048
H 4.59123 3.09152 -0.17954 -0.3 0.3 0.2 -0.006
P 2.83717 3.74687 -3.67833 0.0 3.3 -4.5 1.112
P 4.98997 0.67368 -3.05206 3.4 -2.5 -3.0 1.170
N 1.77096 3.99375 -5.25932 0.2 -0.4 0.8 -0.202
N 3.68855 5.40716 -3.94837 -0.1 -1.0 0.9 -0.199
N 4.95046 -0.15747 -4.85714 0.2 1.0 1.0 -0.172
N 6.85747 0.20252 -2.83035 -0.9 0.4 0.1 -0.205
C 4.11262 2.76708 -4.55128 -0.1 -0.2 -0.4 -0.441
C 5.31071 2.34023 -3.68013 -0.2 0.5 -0.2 -0.420
C 0.53810 4.63727 -5.26994 0.0 0.1 -0.6 -0.157
C 0.16512 4.95465 -6.58172 0.7 -0.4 1.1 -0.093
C 1.21725 4.48711 -7.41549 0.8 -0.7 1.2 -0.095
C 2.16625 3.87586 -6.59031 -0.5 0.5 -0.4 -0.176
C 3.91329 6.39609 -2.99051 0.9 0.9 -1.0 -0.141
C 4.70075 7.41661 -3.56376 -1.2 -1.7 -0.1 -0.085
C 4.92746 7.04545 -4.93232 -0.6 -1.3 0.9 -0.085
C 4.35480 5.79070 -5.11091 0.0 0.8 0.3 -0.156
C 4.36862 -1.32000 -5.35811 0.3 -0.4 -0.3 -0.153
C 4.85572 -1.60207 -6.62592 -0.4 0.4 0.8 -0.080
C 5.72128 -0.53673 -6.96668 0.0 0.7 0.9 -0.090
C 5.77010 0.31832 -5.87661 -0.1 -0.3 -0.5 -0.187
C 7.61749 -0.65565 -3.62153 0.3 0.0 -0.4 -0.158
C 8.97028 -0.47615 -3.35121 -1.2 -0.2 0.1 -0.098
C 9.06314 0.48263 -2.30634 -0.7 0.3 0.0 -0.105
C 7.76645 0.89522 -2.02622 0.1 0.2 0.2 -0.172
H 4.46525 3.32101 -5.41598 0.1 0.1 0.1 0.053
H 3.58171 1.90322 -4.97651 0.2 0.1 0.1 0.060
H 6.22005 2.29964 -4.27646 0.0 0.1 0.2 0.078
H 5.52082 3.04200 -2.85885 -0.1 -0.1 0.0 0.088
H 0.02663 4.77257 -4.33368 -0.1 0.2 0.0 0.095
H -0.74229 5.45154 -6.91404 0.3 -0.1 0.3 0.093
H 1.30288 4.57592 -8.48488 -0.1 -0.1 0.0 0.089
H 3.05933 3.34161 -6.88582 -0.1 0.2 0.1 0.094
H 3.48901 6.31444 -2.00613 0.0 0.0 0.0 0.085
H 5.07619 8.29240 -3.07220 -0.1 0.2 0.1 0.083
H 5.41914 7.62521 -5.69196 0.2 -0.1 0.0 0.089
H 4.38132 5.15578 -5.97856 -0.2 0.2 -0.1 0.083
H 3.57786 -1.81588 -4.84162 0.2 -0.3 0.1 0.061
H 4.61397 -2.46126 -7.24768 -0.1 0.3 0.3 0.101
H 6.20511 -0.37623 -7.91330 0.2 0.0 0.0 0.095
H 6.31843 1.23998 -5.78555 0.1 -0.2 0.0 0.098
H 7.14891 -1.30466 -4.35806 0.1 0.2 0.3 0.101
H 9.78921 -0.97585 -3.85863 -0.3 0.0 0.2 0.095
H 9.98993 0.82129 -1.83286 -0.6 0.0 -0.2 0.099
H 7.42341 1.65992 -1.33157 0.1 -0.3 -0.1 0.101
C 1.49886 1.46073 -0.79389 -3.8 -2.7 1.8 -0.098
C 0.55339 0.77011 -0.29889 4.0 2.9 -2.3 -0.118
C -0.53028 0.32015 0.45282 -1.1 -1.0 2.3 -0.249
C -0.52338 -0.93309 1.15872 0.3 1.4 -0.2 -0.040
C -1.46864 -1.17737 2.15730 0.1 0.1 -0.6 -0.083
C -2.44493 -0.21471 2.43275 -0.2 0.5 0.3 -0.090
C -2.38325 1.06373 1.83985 -0.1 -0.7 -0.2 -0.083
C -1.46157 1.31314 0.83535 0.3 -0.4 0.0 -0.036
H 0.33583 -1.58769 0.97442 -0.7 0.3 0.3 0.089
H -1.38967 -2.10729 2.72383 -0.3 0.3 -0.2 0.104
H -3.25790 -0.41061 3.14653 0.6 0.0 -0.2 0.102
H -3.04270 1.86639 2.16242 -0.1 -0.3 -0.1 0.101
H -1.34336 2.29263 0.37267 -0.2 -0.2 0.2 0.117

Entry 2:
14
Properties=species:S:1:pos:R:3:forces:R:3:lowdin_charge:R:1 method="wB97M-V/def2-TZVPD" fmax_ev_per_a=5.173 relative_energy_kcal_mol=15.88 orbital_gap_ev=8.923 multiplicity=1
C -0.84510 2.88662 -0.21637 -1.6 -2.4 -3.1 -0.071
N 0.09926 1.72757 -0.12707 -0.9 0.7 0.7 -0.066
N -0.40218 0.63590 0.14027 -1.8 2.7 -0.1 -0.033
C 0.42396 -0.40979 0.35199 2.5 -4.2 -1.8 -0.667
I 2.63928 0.20567 0.28051 -0.3 -0.4 -0.2 0.587
O 0.08885 -1.48005 -0.64343 1.1 1.4 2.7 -0.246
C 0.19823 -2.84752 -0.11814 -0.3 0.3 0.4 -0.095
H -0.39644 3.76748 0.09865 1.0 1.4 0.8 0.038
H -1.89038 2.76951 0.15273 1.0 -0.3 0.3 0.085
H -0.98974 2.99316 -1.35246 0.3 0.0 1.4 0.108
H 0.53252 -0.76065 1.38937 -0.9 0.1 -0.5 0.057
H 1.08581 -3.42862 -0.60424 -1.6 1.2 1.0 0.111
H -0.81597 -3.29018 -0.38743 1.5 0.1 0.4 0.095
H 0.27191 -2.76910 1.03562 0.1 -0.6 -1.9 0.097

Entry 3:
19
Properties=species:S:1:pos:R:3:forces:R:3:lowdin_charge:R:1 method="wB97M-V/def2-TZVPD" fmax_ev_per_a=1.316 relative_energy_kcal_mol=81.31 orbital_gap_ev=8.661 multiplicity=1
C -2.75702 0.27676 -0.15403 0.0 0.0 0.0 -0.121
C -1.35988 0.64548 0.35077 0.1 0.0 0.0 -0.270
C -0.33842 -0.48067 0.14884 0.1 0.0 -0.1 -0.219
C 1.01798 -0.20669 0.74715 -0.1 -0.8 0.1 -0.211
C 2.21765 -0.96764 0.31271 0.0 -0.3 0.3 -0.168
C 2.39955 0.33251 -0.42152 -1.0 0.2 0.8 -0.206
O 1.93541 0.20620 -1.71370 -0.3 0.3 -0.2 -0.050
H -2.73851 0.02497 -1.22234 0.0 0.1 0.2 0.073
H -3.15161 -0.59561 0.38321 0.1 0.2 -0.1 0.072
H -3.46631 1.10203 -0.01640 0.2 -0.2 0.0 0.068
H -1.41140 0.90390 1.41866 0.0 -0.1 -0.2 0.108
H -1.00273 1.54835 -0.16546 -0.1 -0.1 0.1 0.108
H -0.21635 -0.68326 -0.92451 0.0 0.0 0.1 0.114
H -0.73601 -1.41101 0.58904 0.1 0.2 -0.1 0.123
H 1.01901 0.15275 1.78499 0.2 0.1 -0.5 0.133
H 2.01568 -1.80760 -0.35374 0.1 0.2 0.1 0.120
H 2.97166 -1.19275 1.06277 -0.1 -0.1 -0.1 0.102
H 1.76914 1.06327 0.26550 0.6 0.5 -0.6 0.123
H 1.83218 1.08901 -2.09193 0.1 -0.2 0.1 0.102